1.
Entry from OMol25: an isolated molecule of C4H4N2 at a distorted geometry (the ωB97M-V functional and the def2-TZVPD basis).

Structure (XYZ):
```
10
Properties=species:S:1:pos:R:3
C -0.93 -0.51 0.00
C 0.47 0.13 0.22
C 1.64 -0.62 -0.26
N 2.56 -1.28 -0.50
C 0.12 1.49 -0.24
N -0.74 2.26 -0.24
H -1.56 0.23 0.54
H -0.90 -1.59 0.20
H -1.29 -0.38 -1.01
H 0.63 0.27 1.29
```

Computed properties:
Charge = 0
Energy relative to the best compared isomer or geometry (same formula, charge and spin) = 151.1 kJ/mol
Spin multiplicity = 1
HOMO energy = -12.1 eV
SMILES string = CC(C#N)C#N
Total energy = -7191.1229 eV
HOMO-LUMO gap = 0.454 Ha
LUMO level = 0.261 eV

2.
Entry from OMol25: an isolated molecule of C4H4N2O at a distorted geometry (the ωB97M-V functional and the def2-TZVPD basis).

Structure (XYZ):
```
11
Properties=species:S:1:pos:R:3
N -3.22 -0.77 -0.10
C -2.19 -0.18 -0.02
C -1.07 0.74 -0.02
O -1.38 1.97 0.01
N 0.08 0.21 -0.43
C 0.80 -0.95 0.10
C 1.48 0.40 -0.07
H 0.65 -1.29 1.14
H 0.92 -1.80 -0.77
H 1.66 0.86 0.87
H 2.26 0.81 -0.71
```

Computed properties:
Charge = 0
Energy relative to the best compared isomer or geometry (same formula, charge and spin) = 269.8 kJ/mol
Spin multiplicity = 1
HOMO energy = -10.7 eV
SMILES string = N#CC(=O)N1CC1
Total energy = -9237.6916 eV
HOMO-LUMO gap = 0.388 Ha
LUMO level = -0.185 eV

3.
Entry from OMol25: an isolated molecule of C4H4N2O at a distorted geometry (the ωB97M-V functional and the def2-TZVPD basis).

Structure (XYZ):
```
11
Properties=species:S:1:pos:R:3
O -1.59 -1.67 0.86
C -0.79 -0.83 0.49
C 0.52 -0.55 1.03
C 1.36 0.29 0.38
N 1.09 0.85 -0.85
C -0.13 0.73 -1.25
N -1.09 0.05 -0.58
H 0.79 -1.04 1.96
H 2.32 0.56 0.83
H -0.45 1.17 -2.20
H -2.01 0.45 -0.68
```

Computed properties:
Charge = 0
Energy relative to the best compared isomer or geometry (same formula, charge and spin) = 14.7 kJ/mol
Spin multiplicity = 1
HOMO energy = -9.5 eV
SMILES string = O=c1ccnc[nH]1
Total energy = -9240.3358 eV
HOMO-LUMO gap = 0.362 Ha
LUMO level = 0.357 eV

4.
Entry from OMol25: an isolated molecule of C4H4N2O (the ωB97M-V functional and the def2-TZVPD basis).

Structure (XYZ):
```
11
Properties=species:S:1:pos:R:3
N 2.80 -0.80 0.55
C 1.72 -0.56 0.04
C 0.56 -0.14 -0.44
C -0.63 -0.25 0.38
C -1.77 0.47 0.29
N -2.04 1.56 -0.58
O -1.21 1.76 -1.45
H 3.21 -1.72 0.43
H 0.53 0.35 -1.40
H -0.59 -0.97 1.19
H -2.58 0.30 0.99
```

Computed properties:
Charge = 0
Energy relative to the best compared isomer or geometry (same formula, charge and spin) = 411.9 kJ/mol
Spin multiplicity = 1
HOMO energy (alpha / beta) = -8.8 / -8.8 eV
SMILES string = N=C=C/C=C\N=O
Total energy = -9236.2187 eV
HOMO-LUMO gap (alpha / beta) = 0.294 / 0.294 Ha
LUMO level (alpha / beta) = -0.764 / -0.764 eV

5.
Entry from OMol25: a structure of composition C4H4N2O at a distorted geometry (the ωB97M-V functional and the def2-TZVPD basis).

Structure (XYZ):
```
11
Properties=species:S:1:pos:R:3
O 2.20 -1.39 0.17
C 1.15 -0.80 0.06
C 1.05 0.68 -0.01
C -0.14 1.28 -0.09
N -1.34 0.53 -0.03
C -1.15 -0.84 -0.25
N -0.06 -1.51 -0.12
H 1.97 1.25 0.02
H -0.25 2.36 -0.23
H -1.33 -0.26 0.94
H -2.10 -1.32 -0.47
```

Computed properties:
Charge = 0
Energy relative to the best compared isomer or geometry (same formula, charge and spin) = 301.8 kJ/mol
Spin multiplicity = 1
HOMO energy = -9.9 eV
Total energy = -9237.3602 eV
HOMO-LUMO gap = 0.357 Ha
LUMO level = -0.159 eV

6.
Entry from OMol25: an isolated molecule of C4H4N2O at a distorted geometry (the ωB97M-V functional and the def2-TZVPD basis).

Structure (XYZ):
```
11
Properties=species:S:1:pos:R:3
O 1.76 1.30 1.56
C 1.66 0.46 0.69
C 0.41 0.08 0.06
C 0.17 -0.76 -1.01
N -1.15 -0.82 -1.27
C -1.73 -0.08 -0.34
N -0.83 0.53 0.47
H 2.54 -0.10 0.31
H 0.84 -1.41 -1.54
H -2.73 -0.41 -0.13
H -0.94 1.21 1.21
```

Computed properties:
Charge = 0
Energy relative to the best compared isomer or geometry (same formula, charge and spin) = 55.6 kJ/mol
Spin multiplicity = 1
HOMO energy = -9.4 eV
SMILES string = O=Cc1cnc[nH]1
Total energy = -9239.9111 eV
HOMO-LUMO gap = 0.354 Ha
LUMO level = 0.190 eV

7.
Entry from OMol25: an isolated molecule of C4H4N2O at a distorted geometry (the ωB97M-V functional and the def2-TZVPD basis).

Structure (XYZ):
```
11
Properties=species:S:1:pos:R:3
O 2.43 -1.18 -0.02
C 1.27 -0.80 -0.02
C 0.92 0.65 0.06
C -0.44 0.97 0.00
N -1.46 0.06 -0.09
C -1.04 -1.20 -0.05
N 0.19 -1.67 -0.05
H 1.74 1.36 0.07
H -0.64 2.03 -0.39
H -1.10 1.72 0.56
H -1.85 -1.94 -0.07
```

Computed properties:
Charge = 0
Energy relative to the best compared isomer or geometry (same formula, charge and spin) = 414.8 kJ/mol
Spin multiplicity = 1
HOMO energy (alpha / beta) = -9.0 / -9.0 eV
Total energy = -9236.1884 eV
HOMO-LUMO gap (alpha / beta) = 0.263 / 0.262 Ha
LUMO level (alpha / beta) = -1.879 / -1.903 eV

8.
Entry from OMol25: an isolated molecule of C4H4N2O at a distorted geometry (the ωB97M-V functional and the def2-TZVPD basis).

Structure (XYZ):
```
11
Properties=species:S:1:pos:R:3
O 2.17 1.19 -0.81
C 1.19 0.62 -1.26
C 0.15 0.12 -0.37
C -1.08 -0.40 -0.74
N -1.82 -0.63 0.42
C -1.03 -0.29 1.40
N 0.20 0.13 0.98
H 0.99 0.53 -2.35
H -0.53 -1.22 -1.25
H -1.27 -0.35 2.46
H 1.04 0.31 1.51
```

Computed properties:
Charge = 0
Energy relative to the best compared isomer or geometry (same formula, charge and spin) = 226.9 kJ/mol
Spin multiplicity = 1
HOMO energy = -9.2 eV
SMILES string = O=Cc1cnc[nH]1
Total energy = -9238.1366 eV
HOMO-LUMO gap = 0.333 Ha
LUMO level = -0.137 eV